DFT (the ωB97M-V functional and the def2-TZVPD basis) results for C25H51AsB2F4N5O4SSi4Ti as an isolated structure.

Summary:
Strongest force on any atom in eV/A: 1.49
Spin multiplicity: 3
Total charge: +1
Energy relative to the best compared isomer or geometry (same formula, charge and spin) in kJ/mol: 199.01

Each line ends with the Mulliken spin population.
Atoms and positions in Å:
Ti 0.331 0.176 0.535  0.77
C -0.863 -1.488 4.433  0.00
C -1.200 -0.695 3.227  0.05
N -0.379 -0.222 2.393  -0.04
O 1.005 -0.504 2.429  -0.01
B 1.459 -1.878 1.824  -0.04
F 1.772 -2.785 2.756  0.00
F 0.356 -2.174 0.981  0.01
O 2.622 -1.553 0.939  0.00
N 2.087 -0.738 -0.020  0.01
C 2.397 -0.844 -1.261  0.05
C 3.428 -1.745 -1.830  0.00
C 1.446 -0.088 -2.145  0.08
N 0.520 0.502 -1.473  -0.03
O -0.639 0.872 -2.105  0.02
B -1.565 -0.295 -1.814  0.04
F -2.723 -0.070 -2.479  0.00
F -0.945 -1.478 -2.188  0.00
O -1.653 -0.352 -0.255  0.00
N -2.799 0.445 1.679  0.13
C -2.636 -0.471 2.788  -0.01
C -3.593 -0.222 3.931  0.01
C 1.506 -0.187 -3.622  0.00
H 0.203 -1.687 4.493  0.00
H -1.407 -2.434 4.401  0.00
H -1.197 -0.951 5.323  0.00
H 3.818 -2.413 -1.067  0.00
H 4.250 -1.152 -2.240  0.00
H 3.004 -2.323 -2.651  0.00
H -4.597 -0.088 3.533  0.00
H -3.299 0.683 4.466  0.00
H -3.606 -1.054 4.635  0.00
H 2.523 -0.008 -3.973  0.00
H 0.822 0.528 -4.070  0.00
H 1.204 -1.189 -3.935  0.00
C -5.908 -1.030 -2.585  0.00
Si -5.126 -1.635 -0.998  -0.03
C -6.461 -2.114 0.229  0.02
C -3.976 -3.081 -1.319  0.01
C -4.104 -0.194 -0.293  0.22
C -4.458 1.101 -0.546  -0.06
C -3.786 2.284 -0.186  0.34
C -2.765 2.496 0.754  -0.08
N -2.298 1.703 1.695  0.29
C -2.861 -0.412 0.510  0.15
S -2.997 -1.883 1.648  0.02
H -6.322 -1.876 -3.138  0.00
H -5.178 -0.536 -3.227  0.00
H -6.731 -0.338 -2.397  0.00
H -7.185 -2.788 -0.233  0.00
H -7.004 -1.229 0.569  0.00
H -6.045 -2.611 1.105  0.00
H -4.513 -3.825 -1.914  0.00
H -3.650 -3.592 -0.411  0.00
H -3.090 -2.796 -1.887  0.00
H -5.320 1.255 -1.188  0.00
H -4.113 3.190 -0.681  0.00
H -2.360 3.498 0.792  0.01
C 0.584 2.271 4.409  0.01
Si 2.173 2.534 3.437  0.00
C 2.858 4.244 3.801  0.00
C 3.475 1.251 3.825  0.00
As 1.651 2.398 1.113  0.04
Si 3.760 2.506 -0.014  0.01
C 4.803 0.984 0.358  0.00
C 3.362 2.634 -1.854  0.01
C 4.786 3.975 0.539  0.00
Si 0.504 4.438 0.625  0.00
C -0.509 4.184 -0.932  -0.01
C -0.515 4.855 2.147  0.00
C 1.702 5.852 0.331  0.00
H 0.691 1.411 5.074  0.00
H -0.290 2.112 3.778  0.01
H 0.387 3.148 5.029  0.00
H 2.934 4.339 4.889  0.00
H 2.221 5.057 3.456  0.00
H 3.856 4.397 3.390  0.00
H 3.818 1.424 4.850  0.00
H 4.347 1.330 3.176  0.00
H 3.090 0.234 3.763  0.00
H 4.281 0.093 0.704  0.00
H 5.542 1.239 1.120  0.00
H 5.366 0.723 -0.543  0.00
H 2.310 2.824 -2.072  0.00
H 3.659 1.728 -2.388  0.00
H 3.937 3.457 -2.286  0.00
H 5.215 3.798 1.527  0.00
H 4.278 4.935 0.549  0.00
H 5.621 4.051 -0.164  0.00
H -0.959 3.196 -1.036  0.02
H 0.121 4.356 -1.808  0.00
H -1.315 4.922 -0.972  0.00
H -0.984 3.999 2.631  0.00
H -1.296 5.570 1.876  0.00
H 0.120 5.347 2.888  0.00
H 2.221 5.781 -0.625  0.00
H 2.433 6.003 1.124  0.00
H 1.080 6.753 0.293  0.00


DFT (the ωB97M-V functional and the def2-TZVPD basis) results for a 10-piece molecular cluster, C25H51B3Br22NO8P overall.

Summary:
Strongest force on any atom in eV/A: 8.25

Each line ends with the Mulliken charge.
Atoms and positions in Å:
O 1.235 3.781 -3.068  -0.48
C 1.132 2.789 -3.815  0.15
O 1.992 1.647 -3.742  -0.25
C 1.139 0.554 -3.275  -0.39
C 2.031 -0.776 -3.010  -0.69
B 3.086 -0.592 -1.798  0.00
O 3.321 0.620 -1.046  -0.12
B 3.362 0.359 0.377  0.21
O 2.816 1.330 1.320  -0.06
N 1.536 0.900 1.665  0.30
O 0.761 1.489 0.961  -0.36
O 3.910 -0.893 0.944  -0.19
B 3.446 -1.925 0.023  0.48
P 2.315 -3.453 0.402  0.23
O 0.961 -2.889 1.074  -0.54
O 3.859 -1.763 -1.370  -0.26
H 0.314 2.727 -4.628  0.33
H 0.691 0.916 -2.273  0.27
H 0.316 0.267 -4.026  0.39
H 1.267 -1.567 -2.649  0.27
H 2.475 -1.191 -3.973  0.38
H 1.894 -3.988 -0.875  0.08
H 2.949 -4.487 1.165  0.04
Br 0.466 -4.886 0.310  0.11
C -0.745 -6.281 -0.352  -0.51
C 0.002 -7.543 -0.712  -0.19
Br 0.927 -7.350 -2.419  -0.18
H -1.293 -5.850 -1.190  0.43
H -1.437 -6.468 0.471  0.10
H -0.691 -8.375 -0.857  -0.20
H 0.752 -7.826 0.026  0.43
Br 3.899 9.140 -1.382  -0.16
C 2.650 7.787 -2.022  -0.61
C 3.363 6.505 -2.375  -0.26
Br 4.283 6.657 -4.088  -0.12
H 2.109 8.225 -2.861  0.39
H 1.958 7.625 -1.194  0.36
H 2.648 5.692 -2.510  0.03
H 4.110 6.209 -1.639  0.43
Br -2.250 -7.847 2.905  -0.14
C -3.459 -9.225 2.243  -0.58
C -2.710 -10.481 1.877  -0.60
Br -1.786 -10.284 0.171  -0.10
H -4.009 -8.791 1.407  0.36
H -4.150 -9.416 3.066  0.35
H -3.402 -11.312 1.729  0.35
H -1.958 -10.765 2.613  0.40
Br 2.451 -1.687 2.340  0.17
C 2.016 -2.036 4.211  -0.82
C 3.244 -1.941 5.079  0.11
Br 4.359 -3.532 4.899  -0.18
H 1.531 -3.012 4.252  0.42
H 1.292 -1.265 4.484  0.37
H 2.968 -1.907 6.135  -0.31
H 3.875 -1.084 4.845  0.37
Br -1.847 5.663 -5.271  -0.15
C -1.242 6.406 -3.574  -0.22
C -2.093 5.920 -2.428  -0.54
Br -3.806 6.850 -2.377  -0.16
H -1.243 7.491 -3.684  0.29
H -0.214 6.057 -3.463  0.06
H -1.618 6.149 -1.473  0.36
H -2.312 4.854 -2.474  0.38
Br -3.674 12.279 -1.879  -0.14
C -4.600 11.783 -3.521  -0.07
C -4.226 10.389 -3.960  -0.45
Br -2.461 10.356 -4.788  -0.13
H -4.366 12.547 -4.261  -0.10
H -5.662 11.836 -3.275  0.38
H -4.909 10.035 -4.735  0.39
H -4.206 9.668 -3.143  0.13
Br -4.320 7.645 1.733  -0.13
C -3.991 9.565 1.704  -0.47
C -5.256 10.343 1.958  -0.59
Br -6.386 10.372 0.370  -0.13
H -3.531 9.793 0.742  0.26
H -3.265 9.740 2.499  0.34
H -5.028 11.390 2.164  0.33
H -5.859 9.940 2.771  0.39
Br 2.062 -11.623 0.282  -0.13
C 0.851 -13.001 -0.377  -0.62
C 1.600 -14.260 -0.737  -0.45
Br 2.526 -14.068 -2.443  -0.14
H 0.303 -12.569 -1.214  0.41
H 0.160 -13.189 0.446  0.31
H 0.908 -15.090 -0.883  0.37
H 2.350 -14.542 0.001  0.24
Br 2.331 -13.764 3.466  -0.11
C 2.442 -15.587 4.147  -0.56
C 2.490 -16.588 3.019  -0.60
Br 0.726 -16.846 2.228  -0.13
H 1.594 -15.729 4.815  0.37
H 3.366 -15.618 4.727  0.33
H 2.779 -17.572 3.391  0.35
H 3.160 -16.297 2.211  0.36
Br 2.566 -2.582 8.897  -0.13
C 2.094 -0.862 9.684  -0.55
C 1.876 0.185 8.620  -0.60
Br 3.572 0.827 7.902  -0.12
H 2.887 -0.606 10.387  0.37
H 1.171 -1.046 10.236  0.34
H 1.396 1.068 9.044  0.37
H 1.289 -0.174 7.775  0.33
Br -5.689 14.792 -6.097  -0.13
C -3.785 15.180 -5.938  -0.58
C -3.087 15.055 -7.269  -0.58
Br -2.803 13.185 -7.744  -0.13
H -3.386 14.509 -5.177  0.29
H -3.735 16.207 -5.573  0.38
H -2.087 15.489 -7.220  0.34
H -3.638 15.511 -8.091  0.38


DFT (the ωB97M-V functional and the def2-TZVPD basis) results for a 3-piece molecular cluster, C25H51BClO9P3S overall.

Summary:
Strongest force on any atom in eV/A: 8.83
Structure (SMILES): CC[C@H](Cl)B(C[C@H](C)OCc1ccccc1)[PH2]=S.CCOP(=O)(OCC)OCC.CCOP(=O)(OCC)OCC

Each line ends with the Mulliken charge.
Atoms and positions in Å:
C -7.512 -2.142 5.425  -1.31
C -6.113 -2.786 5.384  -0.39
C -4.956 -1.843 5.885  0.06
Cl -5.222 -0.114 5.486  -0.18
B -3.627 -2.445 5.218  0.26
C -3.409 -2.178 3.673  -1.14
C -1.951 -1.843 3.253  1.06
C -1.068 -3.117 3.109  -1.31
O -1.399 -0.845 4.084  -0.19
C -0.314 -0.176 3.496  -0.91
C -0.746 0.838 2.412  1.01
C 0.083 1.012 1.291  -0.88
C -0.324 1.885 0.295  -0.41
C -1.556 2.609 0.394  -0.78
C -2.323 2.409 1.526  -0.42
C -1.946 1.522 2.550  -0.46
P -2.492 -3.466 6.400  -0.07
S -0.763 -2.650 6.802  -0.35
H -8.225 -2.930 5.113  0.40
H -7.826 -1.839 6.434  0.30
H -7.615 -1.348 4.677  0.34
H -5.890 -3.033 4.328  0.18
H -6.076 -3.753 5.915  0.34
H -4.902 -1.981 6.979  0.46
H -3.723 -3.043 3.060  0.32
H -4.014 -1.322 3.323  0.42
H -2.043 -1.462 2.213  -0.37
H -0.021 -2.887 2.879  0.37
H -1.167 -3.808 3.956  0.16
H -1.467 -3.656 2.228  0.40
H 0.438 -0.834 3.029  0.29
H 0.221 0.404 4.269  0.34
H 1.025 0.469 1.183  0.47
H 0.325 1.974 -0.583  0.45
H -1.868 3.277 -0.410  0.47
H -3.284 2.924 1.636  0.35
H -2.572 1.369 3.430  0.51
H -2.330 -4.769 5.838  0.07
H -3.198 -3.701 7.613  0.11
O 4.442 0.497 0.046  -0.69
P 5.379 1.582 -0.396  1.18
O 4.947 1.586 -1.985  -0.41
C 3.686 2.142 -2.356  -0.17
C 3.744 3.658 -2.435  -1.13
O 6.758 0.687 -0.526  -0.38
C 6.984 -0.433 0.330  -0.31
C 6.661 -1.728 -0.384  -1.23
O 6.270 2.949 -0.708  -0.25
C 6.968 3.580 0.393  -0.37
C 8.374 3.028 0.552  -0.93
H 2.909 1.818 -1.656  0.23
H 3.438 1.734 -3.336  0.29
H 3.898 4.095 -1.445  0.25
H 2.815 4.059 -2.844  0.41
H 4.577 3.979 -3.061  0.30
H 6.415 -0.339 1.257  0.37
H 8.042 -0.423 0.606  0.38
H 5.650 -1.718 -0.792  0.28
H 6.757 -2.579 0.292  0.38
H 7.338 -1.870 -1.228  0.32
H 6.397 3.475 1.318  0.33
H 7.022 4.643 0.155  0.32
H 8.360 2.073 1.076  0.16
H 8.991 3.711 1.137  0.40
H 8.841 2.861 -0.418  0.28
O -0.447 1.031 -3.803  -0.62
P -1.330 0.442 -4.854  1.16
O -2.424 1.628 -5.108  -0.39
C -2.012 2.812 -5.790  -0.27
C -1.979 2.607 -7.294  -0.99
O -2.239 -0.555 -3.907  -0.42
C -1.721 -1.058 -2.675  -0.49
C -2.255 -0.261 -1.505  -0.68
O -1.842 -0.393 -6.185  -0.32
C -1.145 -1.612 -6.535  -0.36
C -1.771 -2.824 -5.868  -0.91
H -1.035 3.140 -5.420  0.24
H -2.737 3.587 -5.542  0.33
H -1.193 1.902 -7.575  0.24
H -1.791 3.550 -7.809  0.41
H -2.924 2.192 -7.646  0.24
H -0.630 -1.065 -2.683  0.32
H -2.044 -2.099 -2.587  0.43
H -2.068 0.804 -1.619  0.10
H -1.808 -0.584 -0.563  0.09
H -3.338 -0.387 -1.438  0.40
H -0.084 -1.531 -6.287  0.33
H -1.226 -1.714 -7.617  0.33
H -1.447 -2.909 -4.831  0.15
H -1.470 -3.741 -6.377  0.40
H -2.858 -2.752 -5.865  0.28


DFT (the ωB97M-V functional and the def2-TZVPD basis) results for a 3-piece molecular cluster, C25H51FN3O12P2S overall.

Summary:
Strongest force on any atom in eV/A: 3.01
Total charge: -1

Each line ends with the Mulliken charge.
Atoms and positions in Å:
C -0.333 0.166 4.051  0.27
C -0.825 0.335 2.961  -1.55
C -1.475 0.453 1.621  -0.29
P -0.232 0.311 0.136  0.09
N 0.671 1.740 0.880  -0.86
C 1.027 0.475 -1.310  -1.06
C 1.449 -0.777 -2.071  1.18
C 2.676 -0.418 -2.959  -1.57
F 0.480 -1.260 -2.969  -0.42
N 0.730 -0.966 0.865  -0.18
C 0.088 -2.226 1.253  -0.14
C 0.417 -3.373 0.269  -0.96
O -1.221 1.609 -0.630  -0.71
C -1.902 1.147 -1.714  -1.86
N -2.916 2.075 -2.271  0.32
C -2.804 3.414 -1.648  -1.12
C -2.628 2.266 -3.671  0.94
C -3.325 1.342 -4.683  -1.07
O -1.868 3.091 -4.098  -0.56
C -2.341 -0.328 -1.371  2.49
C -2.426 -1.264 -2.653  -2.46
O -1.982 -2.583 -2.400  -0.24
C -2.984 -3.430 -1.927  -0.67
O -2.509 -3.981 -0.727  0.11
C -3.240 -5.111 -0.345  -0.70
C -3.305 -5.263 1.202  -0.61
O -2.684 -4.180 1.861  -0.37
P -4.010 -0.386 -0.519  0.46
O -4.096 -1.619 0.568  -0.46
O -5.197 -0.712 -1.623  -0.53
S -4.590 1.248 0.404  -0.50
O -1.228 -0.843 -0.715  0.84
H 0.265 0.007 4.918  0.51
H -2.178 -0.390 1.573  -0.22
H -2.035 1.383 1.620  0.81
H 0.031 2.416 1.264  0.30
H 1.378 1.454 1.542  0.29
H 0.736 1.232 -2.049  0.16
H 1.933 0.862 -0.844  0.57
H 1.773 -1.612 -1.455  -0.05
H 2.468 0.555 -3.420  0.28
H 3.558 -0.257 -2.335  0.34
H 2.873 -1.194 -3.695  0.45
H 1.288 -0.665 1.645  0.38
H -0.979 -2.186 1.482  -0.13
H 0.568 -2.538 2.196  0.53
H 0.281 -3.029 -0.758  -0.05
H 1.461 -3.694 0.387  0.40
H -0.208 -4.254 0.445  0.20
H -1.206 0.963 -2.561  0.21
H -1.771 3.775 -1.629  0.36
H -3.136 3.368 -0.612  0.24
H -3.393 4.134 -2.220  0.38
H -2.589 1.159 -5.468  0.30
H -4.173 1.868 -5.126  0.39
H -3.617 0.407 -4.205  0.11
H -1.783 -0.837 -3.425  0.61
H -3.440 -1.291 -3.070  0.78
H -3.100 -4.257 -2.654  0.42
H -3.955 -2.928 -1.807  0.35
H -4.238 -5.176 -0.795  0.45
H -2.682 -5.997 -0.699  0.28
H -2.780 -6.177 1.514  0.26
H -4.345 -5.387 1.536  0.37
H -3.190 -3.933 2.630  0.26
H -5.023 -1.612 0.833  0.24
H -5.869 -0.034 -1.500  0.43
O 5.046 -0.214 -4.583  -0.50
C 5.495 0.882 -4.756  0.87
O 5.079 1.891 -3.969  -0.35
C 5.693 3.177 -3.938  -0.41
C 5.107 4.100 -4.988  -1.00
C 6.444 1.182 -5.893  -1.18
H 6.779 3.094 -4.018  0.34
H 5.484 3.576 -2.946  0.35
H 5.292 3.727 -5.996  0.27
H 5.540 5.098 -4.904  0.38
H 4.027 4.173 -4.863  0.30
H 5.867 1.461 -6.775  0.27
H 7.006 0.279 -6.114  0.33
H 7.170 1.961 -5.668  0.34
O 3.258 0.046 6.968  -0.55
C 2.426 0.448 7.731  0.76
O 1.479 1.295 7.294  -0.35
C 0.324 1.656 8.054  -0.39
C 0.611 2.838 8.959  -1.01
C 2.471 0.099 9.200  -0.97
H -0.070 0.799 8.603  0.36
H -0.436 1.932 7.325  0.35
H 1.375 2.599 9.700  0.27
H -0.294 3.146 9.483  0.36
H 0.982 3.678 8.372  0.30
H 3.072 0.840 9.725  0.25
H 2.944 -0.875 9.304  0.32
H 1.490 0.025 9.665  0.31


DFT (the ωB97M-V functional and the def2-TZVPD basis) results for a 5-piece molecular cluster, C25H51NO6 overall.

Summary:
Strongest force on any atom in eV/A: 8.03
Structure (SMILES): NCCCC1=CC(=O)C=CC1=O.CCOCC.CCOCC.CCOCC.CCOCC

Each line ends with the Mulliken charge.
Atoms and positions in Å:
N 1.210 -8.235 0.277  -0.66
C 1.425 -7.134 -0.773  -0.30
C 2.571 -7.492 -1.887  -0.73
C 4.050 -6.847 -1.605  -0.59
C 3.832 -5.197 -1.546  0.56
C 4.356 -4.526 -0.303  -0.56
C 4.103 -2.881 -0.191  0.24
O 4.806 -2.109 0.647  -0.49
C 2.912 -2.159 -1.105  0.07
C 2.362 -2.846 -2.329  -0.43
C 3.070 -4.312 -2.696  0.39
O 2.984 -4.741 -3.961  -0.56
H 0.209 -8.081 0.580  0.26
H 1.793 -8.022 1.121  0.25
H 1.589 -6.138 -0.184  0.26
H 0.394 -7.017 -1.357  0.28
H 2.182 -7.139 -2.950  0.31
H 2.663 -8.678 -1.906  0.36
H 4.881 -7.174 -2.368  0.32
H 4.387 -7.237 -0.529  0.27
H 4.894 -5.155 0.548  0.21
H 2.473 -1.102 -0.801  0.22
H 1.491 -2.398 -3.000  0.32
C -0.738 1.055 2.310  -0.78
C 0.313 0.839 1.236  -0.21
O -0.146 0.046 0.142  -0.41
C -1.259 0.559 -0.587  -0.32
C -0.997 1.914 -1.220  -0.70
H -1.097 0.095 2.695  0.30
H -0.320 1.632 3.142  0.43
H -1.605 1.598 1.929  -0.08
H 1.161 0.302 1.675  0.24
H 0.710 1.793 0.871  0.30
H -2.148 0.583 0.049  0.24
H -1.471 -0.165 -1.383  0.37
H -0.791 2.682 -0.469  0.26
H -1.866 2.239 -1.801  0.05
H -0.128 1.866 -1.885  0.32
C -6.773 3.619 4.188  -0.99
C -5.539 2.768 4.436  -0.33
O -4.915 2.309 3.237  -0.41
C -4.446 3.315 2.343  -0.29
C -3.401 4.231 2.954  -1.05
H -7.508 3.064 3.596  0.28
H -7.233 3.908 5.139  0.38
H -6.535 4.533 3.640  0.26
H -5.834 1.874 4.996  0.32
H -4.811 3.297 5.061  0.29
H -5.288 3.886 1.941  0.34
H -3.997 2.790 1.490  0.23
H -3.797 4.791 3.805  0.35
H -3.046 4.954 2.213  0.39
H -2.546 3.649 3.316  0.23
C 7.182 1.255 4.291  -0.99
C 5.876 2.023 4.188  -0.30
O 5.699 2.681 2.934  -0.43
C 5.680 1.846 1.779  -0.66
C 4.567 0.814 1.794  -0.60
H 8.033 1.922 4.118  0.28
H 7.283 0.806 5.285  0.38
H 7.242 0.452 3.553  0.24
H 5.865 2.805 4.955  0.34
H 5.017 1.375 4.399  0.28
H 6.657 1.374 1.638  0.34
H 5.533 2.509 0.917  0.34
H 4.670 0.116 2.629  0.26
H 4.573 0.232 0.867  0.27
H 3.592 1.303 1.896  0.25
C -4.238 2.709 -7.020  -1.01
C -3.561 1.775 -6.032  -0.34
O -3.214 2.406 -4.800  -0.40
C -4.292 2.955 -4.046  -0.38
C -5.331 1.927 -3.635  -1.03
H -3.599 3.573 -7.232  0.29
H -4.444 2.185 -7.960  0.38
H -5.187 3.091 -6.636  0.26
H -2.625 1.415 -6.473  0.31
H -4.173 0.886 -5.843  0.31
H -4.749 3.786 -4.591  0.33
H -3.850 3.389 -3.140  0.34
H -5.816 1.469 -4.501  0.29
H -6.110 2.395 -3.024  0.39
H -4.866 1.122 -3.056  0.26


For each record above, in turn, the calculated E_tot values are -180921.258 -1596871.914 -97079.908 -87922.006 -40517.707 eV.